The following is a quantum chemistry calculation of C3H16AlIN7O4 as an isolated structure, from the OMol25 dataset.

Summary:
**LUMO**: 2.5001 eV
**HOMO level**: -5.01 eV
**Kohn-Sham gap**: 0.27594 Eh

The geometry in ORCA input format:
```
! RIJCOSX wB97M-V def2-TZVPD def2/J DEFGRID3
* xyz -1 1
N -2.260 -0.878 -4.980
Al -0.683 -1.328 -4.151
O -0.735 -2.843 -3.288
I -0.157 0.580 -2.423
H -3.110 -1.090 -4.465
H -2.352 -1.284 -5.907
H 0.503 -1.370 -5.233
H -1.085 -2.807 -2.394
C -1.035 3.097 1.118
O -1.348 1.994 1.511
N -1.469 4.243 1.762
N -0.200 3.329 0.061
H -1.217 5.170 1.476
H -2.066 4.120 2.558
H 0.180 2.563 -0.477
H 0.052 4.259 -0.215
C 1.684 3.681 4.446
O 1.436 4.865 4.607
N 2.368 2.956 5.399
N 1.317 2.983 3.340
H 2.581 1.982 5.299
H 2.650 3.441 6.228
H 0.810 3.471 2.623
H 1.513 2.010 3.203
C 0.046 -5.017 -1.061
O -0.537 -4.066 -0.568
N 0.747 -5.926 -0.288
N 0.071 -5.229 -2.406
H 1.251 -6.700 -0.673
H 0.753 -5.773 0.702
H -0.282 -4.450 -2.969
H 0.572 -5.982 -2.835
*
```

Just the natural (NBO) charges please, in e? Sure, here they are: atom 1 (N): -1.417, atom 2 (Al): 1.557, atom 3 (O): -1.226, atom 4 (I): -0.620, atom 5 (H): 0.356, atom 6 (H): 0.356, atom 7 (H): -0.456, atom 8 (H): 0.499, atom 9 (C): 0.760, atom 10 (O): -0.643, atom 11 (N): -0.870, atom 12 (N): -0.856, atom 13 (H): 0.384, atom 14 (H): 0.406, atom 15 (H): 0.436, atom 16 (H): 0.379, atom 17 (C): 0.773, atom 18 (O): -0.678, atom 19 (N): -0.861, atom 20 (N): -0.835, atom 21 (H): 0.385, atom 22 (H): 0.400, atom 23 (H): 0.415, atom 24 (H): 0.396, atom 25 (C): 0.776, atom 26 (O): -0.675, atom 27 (N): -0.869, atom 28 (N): -0.868, atom 29 (H): 0.377, atom 30 (H): 0.397, atom 31 (H): 0.458, atom 32 (H): 0.367